No. 1
The following is a DFT calculation (ωB97M-V with the def2-TZVPD basis set) of a structure of composition C38H40MoN7O5 in a non-equilibrium geometry.

XYZ file:
```
91
Properties=species:S:1:pos:R:3:lowdin_charge:R:1
Mo -6.345 18.585 0.736 1.58
C -6.883 21.304 -0.159 -0.17
C -7.592 20.226 0.504 -0.39
C -7.964 20.766 1.834 -0.10
C -7.608 22.084 1.851 -0.11
C -6.996 22.452 0.626 -0.09
H -6.641 21.314 -1.216 0.04
H -8.270 19.545 -0.015 0.09
H -8.407 20.261 2.657 0.09
H -7.820 22.746 2.689 0.11
H -6.670 23.497 0.411 0.11
C -5.352 15.392 2.027 0.01
C -6.792 15.671 1.862 -0.34
N -7.370 16.805 1.379 0.01
C -8.777 16.567 1.444 -0.06
C -8.962 15.230 1.719 -0.05
N -7.704 14.718 1.987 0.20
C -10.173 14.367 1.742 -0.55
O -11.343 14.899 1.550 0.05
O -9.925 13.186 1.925 0.06
C -9.855 17.564 1.221 -0.50
O -11.027 17.134 0.899 0.12
O -9.584 18.765 1.288 0.01
H -4.799 15.534 1.014 0.13
H -5.232 14.366 2.385 0.09
H -4.961 16.089 2.757 0.06
H -7.630 13.807 2.394 0.17
H -11.180 16.056 1.138 0.00
N -4.923 18.869 1.740 -0.12
C -3.909 18.932 2.659 -0.19
C -4.229 18.875 4.103 -0.14
C -5.571 18.672 4.597 -0.02
C -5.836 18.535 5.957 -0.07
C -4.774 18.566 6.865 -0.05
C -3.475 18.837 6.404 -0.07
C -3.216 19.041 5.083 -0.04
C -2.530 19.178 2.190 -0.18
C -2.228 20.087 1.160 -0.03
C -0.964 20.679 1.034 -0.07
C 0.106 20.128 1.734 -0.06
C -0.120 18.968 2.514 -0.07
C -1.405 18.572 2.806 -0.07
H -6.446 18.663 3.921 0.10
H -6.822 18.311 6.317 0.11
H -4.916 18.400 7.933 0.11
H -2.652 18.841 7.125 0.12
H -2.236 19.399 4.751 0.11
H -2.980 20.306 0.386 0.09
H -0.827 21.607 0.465 0.11
H 1.080 20.563 1.707 0.10
H 0.742 18.413 2.924 0.12
H -1.592 17.713 3.491 0.13
C -10.536 17.788 -5.202 0.00
N -9.700 18.896 -4.729 -0.05
C -9.421 19.868 -5.640 -0.04
C -8.680 20.947 -5.281 -0.02
C -8.319 21.006 -3.905 -0.43
N -8.546 20.099 -3.027 0.21
C -9.302 18.964 -3.394 -0.44
O -9.565 18.111 -2.540 0.05
N -7.602 22.127 -3.507 0.11
H -10.037 17.341 -6.087 0.11
H -11.523 18.160 -5.491 0.10
H -10.664 17.061 -4.400 0.09
H -9.947 19.701 -6.629 0.16
H -8.493 21.769 -5.983 0.11
H -7.742 22.911 -4.143 0.11
H -7.774 22.359 -2.500 0.12
C -4.165 22.395 -3.806 0.00
N -4.738 20.999 -3.544 -0.16
C -4.239 20.114 -4.640 -0.02
C -4.280 20.431 -2.146 -0.09
C -4.622 19.010 -1.940 -0.27
C -3.804 18.078 -2.578 -0.09
C -4.303 16.825 -2.973 -0.06
C -5.660 16.519 -2.689 -0.08
C -6.346 17.337 -1.836 -0.12
C -5.711 18.468 -1.198 -0.23
H -4.622 22.665 -4.809 0.12
H -3.088 22.412 -3.902 0.10
H -4.499 23.109 -3.025 0.11
H -5.791 21.113 -3.672 0.14
H -3.200 19.822 -4.425 0.10
H -4.310 20.697 -5.559 0.10
H -4.864 19.207 -4.740 0.11
H -4.796 21.093 -1.400 0.11
H -3.174 20.662 -2.137 0.15
H -2.812 18.327 -2.971 0.12
H -3.694 16.127 -3.534 0.11
H -6.138 15.635 -3.065 0.11
H -7.424 17.185 -1.587 0.10
```

Calculated values
- Spin multiplicity: 3
- Energy relative to the best compared isomer or geometry (same formula, charge and spin): 57.2 kcal per mole
- Net charge: +1
- <S²>: 2.11



No. 2
The following is a DFT calculation (ωB97M-V with the def2-TZVPD basis set) of a cluster of 15 separate species, C3H35NO14 in total in a non-equilibrium geometry.

XYZ file:
```
53
Properties=species:S:1:pos:R:3:lowdin_charge:R:1
C -0.712 0.281 -1.327 -0.03
C -0.050 0.154 -2.704 -0.43
C 1.099 -0.641 -2.926 0.03
N -0.605 0.832 -3.775 0.09
H 0.108 0.096 -0.626 0.07
H -1.507 -0.432 -1.017 0.08
H -1.102 1.337 -1.181 0.06
H 1.458 -0.839 -3.927 0.05
H 1.410 -1.234 -2.110 0.00
H -1.164 1.599 -3.485 0.06
H 0.137 1.144 -4.341 0.08
H 2.856 -1.216 2.234 -0.01
H 1.967 0.075 1.938 0.00
O 1.928 -0.851 2.201 -0.09
H -1.274 -2.537 -4.146 0.00
H -2.022 -1.419 -3.959 0.00
O -2.180 -2.353 -4.034 -0.03
H -3.431 -3.852 0.138 -0.04
H -1.894 -4.061 0.428 0.11
O -2.707 -3.430 0.428 -0.03
H 1.228 2.751 -0.769 0.00
H 0.909 3.847 0.258 0.04
O 1.495 3.159 0.009 0.00
H -0.634 2.165 2.242 0.07
H 0.848 1.808 2.399 0.00
O 0.020 1.896 2.928 -0.06
H -1.304 3.393 -1.771 -0.03
H -0.386 4.645 -2.212 0.04
O -0.433 3.702 -2.065 -0.07
H -0.293 -1.096 3.787 0.06
H -0.167 0.103 2.736 0.04
O -0.704 -0.720 3.007 -0.09
H 2.376 2.673 1.460 0.05
H 3.347 2.490 2.553 0.02
O 2.698 2.001 2.139 -0.05
H -3.314 3.731 -0.563 0.07
H -3.049 2.127 -0.706 0.01
O -2.691 3.061 -0.897 -0.11
H -3.421 -1.494 1.959 0.00
H -2.296 -0.492 2.679 0.03
O -3.150 -0.623 2.152 -0.08
H 3.208 -2.370 -1.136 0.01
H 2.573 -1.784 0.296 0.03
O 3.332 -2.057 -0.271 -0.07
H 4.923 -1.694 1.110 0.09
H 4.741 -0.547 2.087 0.04
O 4.316 -1.312 1.774 -0.04
H 2.720 -4.082 1.911 0.03
H 1.335 -3.328 1.833 0.05
O 1.894 -4.044 1.417 -0.08
H -3.601 0.400 0.658 0.03
H -3.596 0.045 -0.904 0.07
O -3.752 0.752 -0.249 -0.07
```

Calculated values
- Energy relative to the best compared isomer or geometry (same formula, charge and spin): 109.7 kcal per mole



No. 3
The following is a DFT calculation (ωB97M-V with the def2-TZVPD basis set) of a cluster of 12 separate species, CH26N2O12 in total in a non-equilibrium geometry.

XYZ file:
```
41
Properties=species:S:1:pos:R:3:lowdin_charge:R:1
N -2.155 0.907 2.363 0.18
C -2.420 1.714 1.311 -0.66
N -3.296 1.216 0.408 0.16
O -1.859 2.801 1.142 0.00
H -1.291 1.098 2.854 0.06
H -2.413 -0.067 2.369 0.09
H -3.486 1.692 -0.449 0.10
H -3.704 0.306 0.530 0.08
H 2.010 -2.872 -1.499 0.02
H 0.729 -2.618 -2.402 0.02
O 1.675 -2.463 -2.324 -0.10
H 3.594 -0.004 0.967 -0.01
H 2.665 0.927 0.237 -0.02
O 3.005 0.739 1.126 -0.12
H 0.863 2.099 2.924 0.01
H 1.100 0.926 4.020 0.03
O 0.568 1.220 3.283 -0.12
H 1.862 1.600 -1.694 0.01
H 2.152 2.792 -0.670 0.05
O 1.492 2.174 -0.987 -0.10
H 1.505 -2.016 0.552 0.00
H 2.711 -2.830 1.044 0.01
O 1.971 -2.863 0.410 -0.16
H 1.978 -0.837 -2.323 0.00
H 1.912 0.259 -3.578 0.04
O 2.144 0.089 -2.659 -0.11
H -1.876 -0.755 -2.523 0.00
H -0.655 -0.679 -3.411 0.00
O -1.439 -1.218 -3.248 -0.08
H -0.104 0.967 -1.907 0.00
H -0.821 1.840 -0.916 0.01
O -0.992 1.154 -1.567 -0.08
H -2.433 -2.370 -0.648 0.03
H -1.836 -1.056 -0.136 0.01
O -2.614 -1.647 -0.035 -0.10
H -1.267 -3.463 1.362 -0.01
H 0.220 -3.628 0.746 -0.02
O -0.621 -4.070 0.997 -0.12
H 0.847 2.752 0.888 0.01
H -0.341 2.981 1.728 0.00
O 0.621 3.203 1.719 -0.09
```

Calculated values
- Spin multiplicity: 2
- Net charge: -1
- <S²>: 0.75



No. 4
The following is a DFT calculation (ωB97M-V with the def2-TZVPD basis set) of a cluster of 3 separate species, C14H47N7O2P3S in total in a non-equilibrium geometry.

XYZ file:
```
74
Properties=species:S:1:pos:R:3:lowdin_charge:R:1
C 3.920 0.108 0.577 -0.18
N 3.591 1.457 0.979 -0.22
C 2.851 2.205 -0.036 -0.46
P 0.993 1.749 0.108 0.10
S -1.257 1.156 0.358 0.16
H 4.644 0.046 -0.255 0.07
H 3.014 -0.394 0.248 0.04
H 4.365 -0.424 1.419 0.07
H 4.401 1.951 1.321 0.08
H 3.222 2.027 -1.061 0.05
H 2.965 3.271 0.177 0.05
H 1.171 0.525 -0.715 -0.09
H 0.675 2.481 -1.113 -0.07
H 0.711 2.919 0.955 -0.07
H 1.266 0.973 1.297 -0.06
H -1.209 -0.167 0.557 -0.28
O -3.842 2.759 6.195 -0.29
P -4.894 2.343 5.235 0.62
N -5.667 1.047 6.066 -0.33
C -5.816 -0.342 5.711 -0.14
C -6.319 1.412 7.306 -0.14
N -3.944 1.932 3.876 -0.28
C -4.057 0.701 3.098 -0.12
C -2.540 2.370 3.903 -0.13
N -6.249 2.803 4.367 -0.32
C -7.304 1.921 3.918 -0.11
C -6.067 4.005 3.552 -0.12
H -6.878 -0.634 5.683 0.08
H -5.316 -0.996 6.437 0.08
H -5.412 -0.568 4.732 0.04
H -7.300 1.883 7.133 0.07
H -5.706 2.113 7.876 0.07
H -6.475 0.532 7.932 0.08
H -3.964 -0.202 3.706 0.06
H -3.260 0.662 2.355 0.02
H -4.976 0.670 2.506 0.07
H -1.902 1.682 4.468 0.09
H -2.445 3.358 4.342 0.06
H -2.161 2.424 2.883 0.04
H -6.943 1.024 3.410 0.07
H -7.938 2.457 3.212 0.08
H -7.953 1.611 4.742 0.07
H -5.612 3.776 2.583 0.08
H -5.419 4.717 4.065 0.08
H -7.023 4.508 3.386 0.07
O 4.640 -3.488 -2.793 -0.28
P 4.251 -3.068 -4.159 0.62
N 5.687 -2.347 -4.764 -0.32
C 5.948 -1.002 -5.215 -0.13
C 6.818 -3.242 -4.891 -0.14
N 2.952 -2.008 -3.801 -0.28
C 2.769 -0.664 -4.339 -0.12
C 2.429 -2.051 -2.430 -0.13
N 3.670 -3.555 -5.651 -0.32
C 3.898 -2.873 -6.907 -0.11
C 2.441 -4.347 -5.597 -0.13
H 6.324 -0.995 -6.250 0.08
H 6.703 -0.510 -4.589 0.09
H 5.061 -0.379 -5.209 0.04
H 6.752 -3.864 -5.798 0.07
H 6.886 -3.909 -4.029 0.07
H 7.751 -2.677 -4.939 0.08
H 3.626 -0.009 -4.169 0.06
H 1.923 -0.190 -3.842 0.08
H 2.501 -0.673 -5.400 0.07
H 3.021 -1.430 -1.752 0.06
H 2.400 -3.065 -2.042 0.07
H 1.402 -1.685 -2.397 0.08
H 3.696 -1.801 -6.870 0.07
H 3.239 -3.297 -7.664 0.08
H 4.919 -3.018 -7.268 0.07
H 1.550 -3.712 -5.538 0.08
H 2.446 -4.997 -4.721 0.08
H 2.359 -4.994 -6.472 0.07
```

Calculated values
- Net charge: -1



Number 1: electronic energy -62569.480 eV. Number 2: electronic energy -33833.101 eV. Number 3: electronic energy -29011.484 eV. Number 4: electronic energy -68505.087 eV.